Density functional theory data (the ωB97M-V functional and the def2-TZVPD basis) for a 14-piece molecular cluster, C66H171N11O25 overall in a non-equilibrium geometry.

Properties
energy relative to the best compared isomer or geometry (same formula, charge and spin): 412.7 kJ/mol
frontier orbital gap: 8.52 eV
energy: -138773.2840 eV

Structure (ORCA input):
```
! wB97M-V def2-TZVPD RIJCOSX def2/J DEFGRID3
* xyz 0 1
O -5.13 0.01 1.16
H -4.20 -0.18 0.93
H -5.48 -0.83 1.48
O -2.35 -1.02 0.95
H -2.08 -1.27 1.85
H -1.67 -0.31 0.66
O 4.37 -0.17 -1.00
H 3.41 -0.45 -1.00
H 4.80 -0.77 -1.62
C 4.56 -3.01 -4.62
O 5.64 -2.08 -4.67
C 5.80 -1.54 -5.95
C 6.81 -0.45 -5.76
N 8.07 -1.00 -5.46
C 9.07 -0.03 -5.00
C 10.40 -0.61 -4.63
O 11.18 -1.29 -5.60
C 10.63 -2.45 -6.10
H 3.61 -2.52 -4.87
H 4.51 -3.51 -3.66
H 4.85 -3.72 -5.41
H 4.94 -1.10 -6.47
H 6.15 -2.33 -6.63
H 6.48 0.22 -4.96
H 6.85 0.21 -6.65
H 8.32 -1.84 -5.91
H 8.57 0.45 -4.15
H 9.19 0.66 -5.86
H 10.32 -1.28 -3.76
H 11.03 0.23 -4.32
H 11.45 -2.92 -6.64
H 9.77 -2.34 -6.77
H 10.33 -3.12 -5.28
C 0.70 -6.65 1.38
O 1.56 -5.70 0.79
C 1.19 -4.34 0.93
C 1.74 -3.66 2.16
N 1.44 -4.30 3.43
C 2.04 -3.68 4.61
C 1.66 -4.41 5.86
O 0.31 -4.24 6.18
C -0.13 -4.92 7.34
H 0.87 -7.66 0.99
H -0.34 -6.48 1.01
H 0.66 -6.66 2.47
H 0.11 -4.20 0.86
H 1.66 -3.92 0.04
H 1.27 -2.67 2.25
H 2.83 -3.46 2.05
H 1.66 -5.30 3.38
H 1.60 -2.67 4.63
H 3.14 -3.54 4.63
H 2.31 -4.13 6.71
H 1.97 -5.49 5.80
H -0.13 -6.01 7.21
H -1.15 -4.57 7.49
H 0.43 -4.62 8.23
C 0.14 0.15 -4.71
O 1.13 0.56 -5.59
C 2.44 0.43 -5.16
C 3.03 1.73 -4.64
N 2.51 2.02 -3.32
C 3.16 3.23 -2.78
C 2.35 3.68 -1.55
O 1.02 3.96 -1.82
C 0.81 5.13 -2.58
H -0.83 0.32 -5.19
H 0.12 0.81 -3.83
H 0.24 -0.90 -4.45
H 2.97 0.13 -6.06
H 2.59 -0.36 -4.41
H 2.78 2.44 -5.46
H 4.11 1.57 -4.65
H 1.52 2.23 -3.44
H 3.20 4.03 -3.54
H 4.15 2.97 -2.40
H 2.80 4.59 -1.13
H 2.42 2.87 -0.83
H 1.11 5.04 -3.64
H 1.23 6.08 -2.22
H -0.28 5.30 -2.51
C 1.79 -7.24 -2.00
O 1.80 -8.10 -3.14
C 1.91 -9.45 -2.86
C 2.68 -10.05 -4.00
N 4.11 -9.85 -3.86
C 4.75 -10.08 -2.59
C 6.25 -10.07 -2.71
O 6.65 -10.68 -3.91
C 7.93 -10.30 -4.35
H 0.79 -7.33 -1.53
H 1.89 -6.25 -2.44
H 2.55 -7.46 -1.25
H 0.90 -9.88 -2.91
H 2.34 -9.72 -1.89
H 2.35 -9.54 -4.90
H 2.44 -11.12 -4.07
H 4.68 -10.27 -4.58
H 4.47 -11.08 -2.20
H 4.50 -9.33 -1.82
H 6.70 -10.71 -1.94
H 6.65 -9.05 -2.54
H 8.29 -10.82 -5.24
H 8.67 -10.51 -3.56
H 7.95 -9.22 -4.56
C -2.48 -2.54 7.76
O -2.28 -1.30 8.40
C -1.12 -0.63 7.98
C -1.05 -0.29 6.48
N -2.31 0.26 5.93
C -2.61 1.57 6.50
C -3.75 2.23 5.77
O -3.32 2.52 4.51
C -4.30 3.10 3.68
H -1.59 -3.21 7.75
H -2.75 -2.46 6.69
H -3.30 -3.10 8.21
H -0.18 -1.18 8.24
H -0.94 0.27 8.59
H -0.76 -1.19 5.93
H -0.28 0.46 6.31
H -3.10 -0.30 6.25
H -1.79 2.30 6.42
H -2.78 1.46 7.58
H -3.98 3.15 6.32
H -4.62 1.55 5.73
H -3.73 3.44 2.83
H -4.88 3.92 4.14
H -5.08 2.38 3.38
C -3.88 8.30 -2.06
O -5.08 8.31 -2.73
C -5.76 7.12 -2.96
C -5.22 6.34 -4.15
N -5.69 4.96 -3.99
C -5.25 4.02 -5.01
C -3.89 3.48 -4.60
O -4.13 2.92 -3.27
C -3.10 2.22 -2.66
H -3.40 9.28 -2.14
H -3.13 7.63 -2.52
H -3.95 8.06 -0.99
H -6.83 7.20 -3.09
H -5.55 6.47 -2.09
H -4.11 6.41 -4.15
H -5.64 6.67 -5.10
H -5.54 4.58 -3.07
H -5.29 4.54 -5.96
H -5.97 3.21 -4.96
H -3.09 4.24 -4.43
H -3.52 2.71 -5.30
H -2.20 2.84 -2.63
H -2.93 1.20 -3.06
H -3.45 1.92 -1.67
C 1.60 -1.21 10.85
O 2.26 -0.58 9.77
C 2.26 0.82 9.89
C 2.89 1.35 8.63
N 2.24 0.74 7.45
C 3.01 1.13 6.27
C 2.14 0.87 5.06
O 2.82 1.38 3.89
C 1.94 1.83 2.92
H 1.85 -2.27 10.76
H 0.51 -1.16 10.71
H 1.84 -0.78 11.82
H 2.73 1.21 10.79
H 1.20 1.12 9.84
H 3.98 1.22 8.64
H 2.60 2.41 8.61
H 2.35 -0.25 7.70
H 3.90 0.52 6.15
H 3.27 2.19 6.32
H 1.11 1.23 5.13
H 2.04 -0.23 4.92
H 1.27 2.66 3.25
H 1.32 1.02 2.52
H 2.47 2.38 2.13
C -8.54 10.23 2.48
O -9.10 9.94 1.17
C -8.53 8.80 0.51
C -7.10 8.87 0.06
N -6.08 8.74 1.07
C -6.08 7.43 1.72
C -4.89 7.32 2.56
O -3.76 7.56 1.76
C -2.61 7.08 2.37
H -7.52 10.61 2.46
H -8.54 9.32 3.12
H -9.21 10.97 2.92
H -9.21 8.72 -0.34
H -8.63 7.89 1.12
H -6.96 9.82 -0.46
H -6.90 8.03 -0.62
H -5.15 9.01 0.80
H -6.17 6.63 0.95
H -6.99 7.43 2.32
H -4.84 6.32 3.01
H -4.94 8.03 3.39
H -1.76 7.32 1.73
H -2.62 5.99 2.56
H -2.45 7.53 3.37
C 2.14 -2.90 -1.78
O 2.12 -1.73 -1.04
C 0.92 -1.09 -1.02
C 0.98 0.05 -0.07
N -0.29 0.74 -0.07
C -0.27 1.93 0.79
C -1.69 2.40 1.10
O -2.05 3.17 -0.02
C -3.07 4.18 0.15
H 1.68 -2.75 -2.76
H 1.68 -3.74 -1.23
H 3.14 -3.30 -1.96
H 0.12 -1.72 -0.60
H 0.63 -0.71 -2.00
H 1.76 0.73 -0.44
H 1.24 -0.31 0.93
H -0.63 1.06 -0.98
H 0.32 2.78 0.45
H 0.14 1.56 1.75
H -1.49 3.15 1.89
H -2.39 1.63 1.38
H -3.85 3.81 0.84
H -3.49 4.40 -0.83
H -2.65 5.06 0.66
C 4.99 -4.78 0.53
O 5.87 -5.11 -0.51
C 5.18 -5.87 -1.43
C 5.92 -6.08 -2.72
N 4.95 -6.73 -3.62
C 5.26 -6.76 -5.07
C 3.95 -6.62 -5.85
O 4.10 -5.83 -7.01
C 2.91 -5.14 -7.37
H 4.29 -3.99 0.21
H 5.58 -4.45 1.39
H 4.46 -5.64 0.95
H 4.24 -5.35 -1.69
H 4.84 -6.83 -1.01
H 6.83 -6.69 -2.52
H 6.29 -5.11 -3.06
H 4.79 -7.69 -3.34
H 5.77 -7.69 -5.38
H 5.88 -5.91 -5.38
H 3.23 -6.14 -5.17
H 3.59 -7.63 -6.10
H 2.44 -4.56 -6.56
H 2.18 -5.91 -7.69
H 3.19 -4.58 -8.26
C -6.51 2.01 1.66
O -6.02 3.28 1.35
C -5.74 3.49 0.03
C -6.91 3.39 -0.95
N -7.72 4.63 -0.87
C -9.18 4.42 -1.11
C -9.93 3.87 0.07
O -9.90 4.68 1.17
C -10.70 5.84 1.09
H -6.60 1.82 2.74
H -5.89 1.16 1.34
H -7.55 1.96 1.29
H -4.93 2.79 -0.24
H -5.32 4.48 -0.18
H -7.47 2.44 -0.80
H -6.40 3.19 -1.91
H -7.65 4.87 0.13
H -9.29 3.74 -1.96
H -9.62 5.35 -1.50
H -9.53 2.90 0.36
H -10.97 3.58 -0.20
H -10.57 6.35 0.14
H -10.32 6.40 1.93
H -11.75 5.54 1.20
*
```